Version a
Below is a structure of composition C25H22AsClN3O8SW, with properties calculated with ωB97M-V/def2-TZVPD.

The value obtained for the lowest unoccupied orbital energy (spin up / spin down) is -3.708 / -3.681 eV. For the frontier orbital gap (spin up / spin down), the calculation gives 6.7 / 7.3 eV. The total charge is +1. As for the spin multiplicity: 3. Its expectation value of S² is 2.01.

XYZ file:
```
62
Properties=species:S:1:pos:R:3:mulliken_charge:R:1
W -0.74 -0.27 -0.30 2.467
Cl 2.89 -4.84 -4.36 -0.204
C 1.97 -4.04 -3.13 0.062
C 0.81 -4.65 -2.62 -0.545
C 0.07 -4.04 -1.65 -0.651
C 0.44 -2.78 -1.17 0.069
O -0.25 -2.19 -0.20 -0.790
C 1.62 -2.17 -1.66 0.500
C 2.12 -0.99 -1.05 0.564
N 1.44 -0.21 -0.26 -0.107
C 2.08 0.84 0.43 0.865
C 3.44 0.98 0.61 -0.524
C 3.96 2.06 1.35 -1.117
C 3.12 2.96 1.94 -0.851
C 1.73 2.82 1.80 0.670
C 0.79 3.67 2.45 -1.024
C -0.53 3.45 2.31 -1.013
C -0.97 2.38 1.49 0.764
N -0.13 1.57 0.88 0.393
C 1.21 1.77 1.03 -0.118
C 2.39 -2.83 -2.64 -1.075
H 0.52 -5.61 -3.02 0.447
H -0.83 -4.49 -1.25 0.524
H 3.16 -0.75 -1.25 0.333
H 4.13 0.25 0.22 0.441
H 5.03 2.14 1.47 0.413
H 3.52 3.78 2.53 0.448
H 1.16 4.49 3.06 0.463
H -1.28 4.07 2.80 0.541
H -2.84 2.62 1.87 0.289
H 3.30 -2.38 -3.01 0.473
O -2.09 -1.26 3.91 -0.694
As -2.61 -1.62 2.24 0.251
O -2.25 2.15 1.26 -0.151
O -1.26 -0.69 1.43 -0.441
C -3.90 -0.14 2.23 0.070
C -4.08 0.71 3.33 -0.153
C -4.95 1.79 3.24 -0.896
C -5.67 2.03 2.08 -0.227
C -5.53 1.18 0.98 -0.782
C -4.65 0.14 1.12 0.349
S -2.78 -0.55 -1.83 0.142
O -2.86 -1.44 -0.63 -0.443
O -2.40 0.79 -1.09 -0.537
O -1.28 -0.87 -2.25 -0.416
H -1.63 -2.02 4.28 0.302
H -3.53 0.52 4.24 0.450
H -5.08 2.43 4.10 0.401
H -6.35 2.87 2.03 0.409
H -6.10 1.36 0.07 0.461
C -0.74 3.16 -4.62 -0.850
N -0.12 2.15 -3.78 0.259
C 0.89 1.28 -4.38 -0.865
C -0.46 2.01 -2.52 0.348
O 0.12 1.21 -1.75 -0.752
H -1.23 2.68 -5.47 0.344
H 0.02 3.85 -4.99 0.347
H -1.48 3.71 -4.05 0.284
H 1.85 1.79 -4.43 0.313
H 0.57 1.04 -5.40 0.367
H 0.97 0.37 -3.80 0.186
H -1.29 2.63 -2.18 0.215
```

=====

Version b
Below is a structure of composition C25H22AsClN3O8SW, with properties calculated with ωB97M-V/def2-TZVPD.

The value obtained for the lowest unoccupied orbital energy (spin up / spin down) is -3.739 / -3.706 eV. For the frontier orbital gap (spin up / spin down), the calculation gives 6.7 / 7.3 eV. The total charge is +1. As for the spin multiplicity: 3. Its expectation value of S² is 2.01.

XYZ file:
```
62
Properties=species:S:1:pos:R:3:mulliken_charge:R:1
W 0.12 -0.39 -0.58 2.424
Cl 1.76 -7.05 0.92 -0.204
C 1.21 -5.58 0.19 0.088
C 1.68 -5.23 -1.08 -0.579
C 1.26 -4.07 -1.69 -0.588
C 0.38 -3.21 -1.01 0.133
O -0.05 -2.09 -1.59 -0.833
C -0.09 -3.57 0.26 0.280
C -1.08 -2.76 0.90 0.763
N -1.35 -1.54 0.55 -0.066
C -2.42 -0.84 1.16 0.705
C -3.45 -1.41 1.87 -0.444
C -4.46 -0.61 2.42 -1.109
C -4.46 0.74 2.22 -0.851
C -3.44 1.34 1.45 0.682
C -3.42 2.73 1.13 -1.001
C -2.46 3.21 0.31 -1.055
C -1.45 2.33 -0.18 0.776
N -1.40 1.06 0.15 0.260
C -2.42 0.55 0.94 0.028
C 0.32 -4.78 0.85 -1.025
H 2.37 -5.88 -1.58 0.451
H 1.60 -3.78 -2.67 0.518
H -1.62 -3.20 1.73 0.322
H -3.51 -2.48 1.99 0.462
H -5.26 -1.08 2.98 0.414
H -5.25 1.36 2.62 0.448
H -4.20 3.38 1.52 0.472
H -2.43 4.25 0.03 0.511
H -0.63 3.68 -1.25 0.329
H -0.06 -5.07 1.82 0.482
O -1.63 1.25 -4.36 -0.698
As -0.09 0.51 -3.85 0.220
O -0.50 2.76 -0.98 -0.137
O -0.64 0.19 -2.16 -0.495
C 0.77 2.25 -3.62 -0.011
C 0.22 3.41 -4.18 -0.196
C 0.87 4.63 -4.05 -0.705
C 2.08 4.72 -3.37 -0.268
C 2.66 3.57 -2.82 -0.919
C 1.97 2.40 -2.98 0.540
S 2.61 0.06 -0.81 0.074
O 1.85 -0.37 -2.06 -0.484
O 1.55 1.13 -0.31 -0.564
O 2.10 -1.11 0.09 -0.338
H -2.19 0.59 -4.78 0.290
H -0.73 3.34 -4.70 0.449
H 0.44 5.52 -4.49 0.400
H 2.59 5.67 -3.28 0.402
H 3.61 3.63 -2.29 0.441
C 3.19 0.43 3.81 -0.866
N 2.11 -0.25 3.12 0.255
C 1.97 -1.68 3.35 -0.790
C 1.31 0.38 2.29 0.241
O 0.33 -0.16 1.73 -0.751
H 4.15 0.05 3.46 0.348
H 3.11 0.27 4.88 0.351
H 3.14 1.50 3.61 0.291
H 1.45 -1.87 4.29 0.340
H 2.96 -2.13 3.40 0.368
H 1.42 -2.12 2.52 0.123
H 1.55 1.43 2.12 0.288
```

=====

Relative energies in kcal/mol: version a 0.0; version b 6.0

=====

Version a
Below is a cluster of 2 separate species, CH5NO2Si in total, with properties calculated with ωB97M-V/def2-TZVPD.

The value obtained for the lowest unoccupied orbital energy (spin up / spin down) is -2.219 / -1.190 eV. For the frontier orbital gap (spin up / spin down), the calculation gives 8.8 / 9.2 eV.

XYZ file:
```
10
Properties=species:S:1:pos:R:3:mulliken_charge:R:1
C 1.10 -0.30 0.36 -0.618
N 2.07 -0.72 -0.54 0.895
O 3.26 -0.57 -0.30 -0.560
O 1.63 -1.26 -1.55 -0.545
Si -0.66 -0.45 -0.30 0.460
H 1.42 -0.21 1.38 0.591
H 1.49 2.05 0.50 0.082
H -1.48 0.32 0.63 -0.131
H -0.72 0.09 -1.65 -0.081
H -1.00 -1.87 -0.21 -0.092
```

=====

Version b
Below is a cluster of 2 separate species, CH5NO2Si in total, with properties calculated with ωB97M-V/def2-TZVPD.

The value obtained for the lowest unoccupied orbital energy is -2.467 eV. For the frontier orbital gap, the calculation gives 6.0 eV.

XYZ file:
```
10
Properties=species:S:1:pos:R:3:mulliken_charge:R:1
C 0.25 -1.03 -0.49 -0.508
N 2.80 0.05 0.05 0.596
O 3.07 1.20 -0.14 -0.405
O 3.41 -0.92 0.29 -0.429
Si -0.19 0.55 0.31 0.341
H 0.27 -1.02 -1.63 0.267
H 0.71 -1.79 0.00 0.353
H 0.44 0.70 1.75 -0.038
H 0.23 1.41 -0.93 -0.048
H -1.71 0.81 0.27 -0.129
```

=====

Relative energies in kcal/mol: version a 6.4; version b 0.0

=====

Version a
Below is an isolated molecule of C11H14N2O3, with properties calculated with ωB97M-V/def2-TZVPD.

The value obtained for the lowest unoccupied orbital energy is 0.447 eV. For the frontier orbital gap, the calculation gives 9.2 eV. Its SMILES is N[C@@H](Cc1ccccc1)C(=O)NCC(=O)O.

XYZ file:
```
30
Properties=species:S:1:pos:R:3:mulliken_charge:R:1
N -2.37 -0.81 -1.10 -0.667
C -1.45 0.31 -1.50 0.238
C -1.07 1.44 -0.34 -1.711
C -0.54 1.23 0.90 1.269
C -1.17 0.21 1.67 -0.637
C -0.83 0.04 2.97 -0.465
C 0.24 0.88 3.62 -0.394
C 0.69 1.94 3.00 -0.491
C 0.40 2.03 1.62 -0.392
C -0.22 -0.50 -2.01 0.518
O -0.47 -1.64 -2.50 -0.851
N 0.94 -0.15 -1.74 -0.111
C 2.24 -0.96 -1.98 -0.748
C 2.36 -2.23 -0.95 0.643
O 3.44 -2.59 -0.56 -0.504
O 1.08 -2.83 -0.65 -0.491
H -3.37 -0.72 -1.46 0.230
H -1.78 -1.66 -1.69 0.357
H -1.67 0.90 -2.38 0.345
H -0.60 2.25 -0.98 0.423
H -2.13 1.91 -0.42 0.291
H -1.89 -0.43 1.26 0.551
H -1.07 -0.87 3.64 0.238
H 0.55 0.69 4.66 0.338
H 1.30 2.80 3.38 0.300
H 0.63 2.90 1.12 0.426
H 0.98 0.59 -1.16 0.196
H 3.25 -0.37 -1.85 0.311
H 1.92 -1.56 -2.96 0.370
H 0.61 -2.80 -1.61 0.418
```

=====

Version b
Below is an isolated molecule of C11H14N2O3, with properties calculated with ωB97M-V/def2-TZVPD.

The value obtained for the lowest unoccupied orbital energy is 0.386 eV. For the frontier orbital gap, the calculation gives 9.3 eV. Its SMILES is NCC(=O)N[C@@H](Cc1ccccc1)C(=O)O.

XYZ file:
```
30
Properties=species:S:1:pos:R:3:mulliken_charge:R:1
N -0.22 2.54 -1.38 -0.600
C -0.32 2.67 0.13 -0.358
C 0.36 1.47 0.79 0.252
O 0.18 1.40 1.96 -0.623
N 1.28 0.77 0.05 -0.122
C 1.78 -0.56 0.40 0.043
C 0.87 -1.68 -0.16 -0.814
C -0.57 -1.55 -0.10 0.619
C -1.13 -1.59 1.15 -0.008
C -2.47 -0.97 1.35 -0.577
C -3.17 -0.79 0.24 -0.354
C -2.80 -0.94 -1.12 -0.903
C -1.38 -1.38 -1.24 -0.257
C 3.31 -0.90 0.05 0.285
O 3.90 -1.92 -0.18 -0.534
O 3.80 0.38 -0.07 -0.510
H -0.11 3.39 -1.97 0.182
H -0.97 1.89 -1.63 0.203
H 0.44 3.48 0.76 0.263
H -1.30 2.85 0.50 0.340
H 1.36 1.18 -0.95 0.409
H 1.56 -0.62 1.48 0.419
H 1.43 -2.56 0.48 0.242
H 1.22 -1.65 -1.26 0.311
H -0.53 -1.94 2.10 0.226
H -2.87 -0.57 2.36 0.294
H -4.22 -0.71 0.23 0.370
H -3.40 -0.82 -1.91 0.597
H -0.93 -1.18 -2.32 0.197
H 4.93 0.32 0.24 0.409
```

=====

Relative energies in kcal/mol: version a 0.0; version b 2.8

=====

Version a
Below is an isolated molecule of C3H6ClFO, with properties calculated with ωB97M-V/def2-TZVPD.

The value obtained for the lowest unoccupied orbital energy is 0.785 eV. For the frontier orbital gap, the calculation gives 11.4 eV. Its SMILES is OCC[C@H](F)Cl.

XYZ file:
```
12
Properties=species:S:1:pos:R:3:mulliken_charge:R:1
O 0.84 -1.95 0.89 -0.520
C 0.28 -0.62 0.82 -0.374
C -0.30 -0.23 -0.60 -0.527
C -0.55 1.27 -0.66 0.144
F -1.38 1.56 -1.73 -0.270
Cl 0.94 2.08 -1.02 -0.163
H 1.53 -2.08 1.55 0.304
H -0.52 -0.56 1.62 0.249
H 0.99 0.17 1.12 0.301
H -1.23 -0.84 -0.84 0.267
H 0.50 -0.54 -1.35 0.287
H -1.09 1.73 0.20 0.300
```

=====

Version b
Below is a cluster of 2 separate species, C3H6ClFO in total, with properties calculated with ωB97M-V/def2-TZVPD.

The value obtained for the lowest unoccupied orbital energy is 0.773 eV. For the frontier orbital gap, the calculation gives 10.6 eV. Its SMILES is C=C(F)Cl.CO.

XYZ file:
```
12
Properties=species:S:1:pos:R:3:mulliken_charge:R:1
C -1.20 -1.94 0.88 -0.690
C 0.01 -1.41 1.01 0.556
F 0.71 -0.99 -0.01 -0.219
Cl 0.74 -1.06 2.50 -0.158
H -1.66 -2.26 1.78 0.251
H -1.70 -2.02 -0.10 0.248
C 0.44 1.68 -1.38 -0.568
O 0.02 1.62 -0.08 -0.486
H -0.36 1.97 -1.98 0.254
H 1.08 0.85 -1.75 0.241
H 1.20 2.44 -1.39 0.277
H 0.71 1.12 0.53 0.294
```

=====

Relative energies in kcal/mol: version a 0.0; version b 30.8

=====

Version a
Below is an isolated molecule of C22H31N3O3, with properties calculated with ωB97M-V/def2-TZVPD.

The value obtained for the lowest unoccupied orbital energy is 0.820 eV. For the frontier orbital gap, the calculation gives 9.8 eV. Its SMILES is COCC1CCN(C(=O)CCc2nnc(CCCCc3ccccc3)o2)CC1.

XYZ file:
```
59
Properties=species:S:1:pos:R:3:mulliken_charge:R:1
C -3.73 1.45 3.55 -0.665
O -3.73 0.62 2.42 -0.408
C -2.61 0.79 1.58 -1.001
C -1.32 0.16 2.12 0.483
C -0.15 0.42 1.16 0.692
C 1.11 -0.26 1.67 -1.476
N 0.89 -1.69 1.82 0.208
C 1.54 -2.54 1.00 1.005
O 2.38 -2.15 0.21 -0.671
C 1.20 -4.03 1.07 -1.228
C -0.12 -4.32 0.32 -0.699
C -0.26 -3.34 -0.79 0.389
N -1.10 -2.37 -0.85 -0.282
N -0.78 -1.63 -1.93 -0.570
C 0.25 -2.19 -2.48 0.912
C 1.02 -1.73 -3.66 -0.763
C 0.72 -0.27 -4.00 -0.793
C 1.10 0.68 -2.86 0.474
C 0.81 2.14 -3.21 -1.379
C 0.99 3.00 -1.99 0.351
C 2.23 3.53 -1.66 -0.310
C 2.39 4.28 -0.51 -0.664
C 1.31 4.53 0.32 -0.455
C 0.07 4.01 0.00 -0.644
C -0.09 3.25 -1.15 -0.013
O 0.62 -3.30 -1.81 -0.300
C -0.18 -1.99 2.75 -1.005
C -1.49 -1.36 2.28 -0.677
H -4.71 1.32 4.02 0.269
H -3.61 2.50 3.28 0.292
H -2.95 1.18 4.27 0.266
H -2.88 0.29 0.64 0.358
H -2.44 1.85 1.38 0.346
H -1.08 0.60 3.09 0.414
H 0.03 1.49 1.06 -0.217
H -0.41 0.02 0.18 -0.310
H 1.94 -0.12 0.97 0.517
H 1.40 0.15 2.65 0.311
H 1.15 -4.39 2.09 0.350
H 2.02 -4.53 0.56 0.448
H -0.10 -5.34 -0.08 0.498
H -0.99 -4.20 0.96 0.301
H 0.78 -2.37 -4.51 0.325
H 2.08 -1.86 -3.42 0.282
H -0.35 -0.17 -4.20 0.400
H 1.27 0.00 -4.90 0.394
H 2.16 0.56 -2.61 0.297
H 0.52 0.41 -1.98 -0.282
H 1.49 2.47 -4.00 0.452
H -0.21 2.22 -3.58 0.435
H 3.07 3.34 -2.31 0.405
H 3.36 4.68 -0.27 0.403
H 1.44 5.12 1.21 0.403
H -0.78 4.20 0.64 0.342
H -1.06 2.84 -1.40 0.311
H -0.29 -3.07 2.87 0.451
H 0.10 -1.57 3.73 0.421
H -2.28 -1.57 2.99 0.434
H -1.76 -1.78 1.31 0.175
```

=====

Version b
Below is an isolated molecule of C22H31N3O3, with properties calculated with ωB97M-V/def2-TZVPD.

The value obtained for the lowest unoccupied orbital energy is 0.057 eV. For the frontier orbital gap, the calculation gives 8.2 eV. Its SMILES is C[C@H]1C[C@H](C)CN(CCCNC(=O)Cc2c(C(=O)O)n(C)c3ccccc23)C1.

XYZ file:
```
59
Properties=species:S:1:pos:R:3:mulliken_charge:R:1
C -4.57 -3.26 1.17 -1.476
C -4.07 -3.72 -0.19 0.588
C -4.68 -2.90 -1.34 -1.362
C -4.14 -1.47 -1.34 0.874
C -4.68 -0.69 -2.54 -1.808
C -2.62 -1.50 -1.36 -0.671
N -2.11 -2.24 -0.22 1.212
C -0.68 -2.11 -0.03 -0.735
C -0.30 -2.16 1.45 -0.753
C -1.04 -1.07 2.25 -0.946
N -0.72 0.25 1.79 -0.035
C 0.24 1.01 2.36 0.773
O 0.83 0.72 3.38 -0.685
C 0.53 2.29 1.57 -1.664
C 1.54 1.97 0.53 1.362
C 1.34 1.62 -0.80 0.193
C 0.05 1.53 -1.46 0.531
O -1.02 1.50 -0.87 -0.727
O 0.09 1.47 -2.81 -0.520
N 2.56 1.41 -1.42 0.014
C 2.77 0.99 -2.78 -0.947
C 3.54 1.60 -0.50 -0.078
C 4.93 1.51 -0.62 -1.023
C 5.69 1.76 0.50 -0.609
C 5.10 2.10 1.73 -0.845
C 3.74 2.20 1.86 -0.417
C 2.94 1.96 0.74 0.785
C -2.55 -3.62 -0.27 -1.399
H -4.21 -2.27 1.40 0.127
H -4.22 -3.94 1.95 0.404
H -5.66 -3.25 1.20 0.415
H -4.35 -4.77 -0.33 0.370
H -5.77 -2.89 -1.25 0.410
H -4.43 -3.38 -2.29 0.349
H -4.46 -0.97 -0.43 0.163
H -5.76 -0.66 -2.52 0.439
H -4.31 0.34 -2.51 0.388
H -4.36 -1.14 -3.47 0.361
H -2.24 -0.48 -1.30 -0.065
H -2.27 -1.95 -2.31 0.240
H -0.35 -1.15 -0.44 0.036
H -0.13 -2.90 -0.57 0.360
H 0.77 -2.01 1.55 0.499
H -0.56 -3.13 1.88 0.397
H -2.12 -1.23 2.15 0.243
H -0.75 -1.13 3.30 0.419
H -1.10 0.55 0.91 0.246
H -0.39 2.67 1.12 0.479
H 0.94 3.03 2.26 0.491
H -0.82 1.43 -3.14 0.372
H 2.51 1.79 -3.48 0.274
H 2.16 0.12 -3.01 0.300
H 3.82 0.73 -2.91 0.324
H 5.41 1.25 -1.55 0.293
H 6.76 1.70 0.44 0.394
H 5.74 2.28 2.58 0.396
H 3.28 2.44 2.81 0.418
H -2.11 -4.15 0.58 0.472
H -2.19 -4.11 -1.19 0.353
```

=====

Relative energies in kcal/mol: version a 41.8; version b 0.0

=====

Version a
Below is the ion C3H10N2 with charge +1, with properties calculated with ωB97M-V/def2-TZVPD.

The value obtained for the lowest unoccupied orbital energy (spin up / spin down) is -3.792 / -9.341 eV. For the frontier orbital gap (spin up / spin down), the calculation gives 9.6 / 4.1 eV. The total charge is +1. As for the spin multiplicity: 2. Its expectation value of S² is 0.75.

XYZ file:
```
15
Properties=species:S:1:pos:R:3:mulliken_charge:R:1
N -2.26 0.76 -0.56 -0.149
C -1.15 -0.25 -0.39 -0.453
C 0.23 0.40 -0.38 -0.546
C 1.39 -0.47 0.18 -0.518
N 2.07 0.20 1.29 -0.689
H -2.18 1.18 -1.50 0.349
H -3.20 0.36 -0.51 0.349
H -1.27 -0.94 -1.24 0.327
H -1.41 -0.73 0.55 0.404
H 0.48 0.80 -1.37 0.350
H 0.12 1.19 0.37 0.329
H 2.07 -0.75 -0.62 0.393
H 0.95 -1.43 0.47 0.333
H 1.41 0.16 2.06 0.242
H 2.74 -0.48 1.65 0.279
```

=====

Version b
Below is a cluster of 2 separate species, C3H10N2 in total, with properties calculated with ωB97M-V/def2-TZVPD.

The value obtained for the lowest unoccupied orbital energy (spin up / spin down) is -4.361 / -7.970 eV. For the frontier orbital gap (spin up / spin down), the calculation gives 8.3 / 4.7 eV. The total charge is +1. As for the spin multiplicity: 2. Its expectation value of S² is 0.76.

XYZ file:
```
15
Properties=species:S:1:pos:R:3:mulliken_charge:R:1
C -1.68 -1.06 -0.51 -0.390
N -2.73 -1.30 0.48 -0.619
H -1.11 -1.99 -0.57 0.291
H -2.05 -0.85 -1.52 0.311
H -1.11 -0.17 -0.21 -0.053
H -3.30 -2.10 0.20 0.249
H -3.46 -0.60 0.38 0.224
C 1.41 2.00 -0.51 -0.658
C 1.97 0.76 -0.23 0.322
N 1.62 0.02 0.81 -0.276
H 0.75 2.48 0.20 0.303
H 1.61 2.57 -1.40 0.300
H 2.77 0.35 -0.84 0.359
H 1.62 -0.99 0.73 0.317
H 0.77 0.30 1.31 0.320
```

=====

Relative energies in kcal/mol: version a 15.5; version b 0.0